# 1
6 unconnected molecules or ions with the total composition C30H63N3O9 at a distorted geometry. Source: the OMol25 dataset; level of theory: ωB97M-V with the def2-TZVPD basis set.

HOMO energy in Ha: -0.1918
F_max in eV/A: 7.09

```
! RIJCOSX wB97M-V def2-TZVPD def2/J DEFGRID3
* xyz 0 1
C -0.25 0.42 -5.95
C 0.21 1.56 -5.10
C -0.70 1.86 -3.75
N -0.26 3.18 -2.96
C -1.20 3.13 -1.70
C -1.20 4.46 -0.86
C -1.12 5.84 -1.62
C -0.32 5.74 -2.90
C -0.68 4.46 -3.69
C 1.27 3.12 -2.52
H 0.06 -0.45 -5.38
H 0.33 0.39 -6.86
H -1.34 0.40 -6.01
H 0.10 2.36 -5.84
H 1.27 1.40 -4.91
H -0.69 0.98 -3.10
H -1.69 2.05 -4.16
H -2.16 2.83 -2.13
H -0.77 2.33 -1.10
H -2.02 4.59 -0.15
H -0.34 4.41 -0.19
H -2.17 6.08 -1.79
H -0.72 6.62 -0.97
H -0.45 6.70 -3.39
H 0.75 5.67 -2.68
H -1.73 4.36 -3.97
H -0.03 4.37 -4.56
H 1.56 3.73 -1.67
H 1.83 3.30 -3.43
H 1.47 2.07 -2.31
C 5.45 1.90 3.06
C 4.08 1.33 2.58
C 2.90 1.74 3.61
N 1.47 1.33 3.12
C 1.43 -0.14 2.63
C 1.47 -1.02 3.90
C 0.49 -0.64 5.01
C 0.46 0.81 5.46
C 0.39 1.70 4.16
C 1.00 2.13 1.84
H 5.53 2.99 3.04
H 6.05 1.59 2.20
H 5.73 1.44 4.00
H 4.21 0.25 2.59
H 3.88 1.59 1.54
H 2.85 2.83 3.65
H 3.06 1.44 4.64
H 2.15 -0.40 1.85
H 0.46 -0.33 2.17
H 2.45 -0.95 4.39
H 1.28 -2.02 3.52
H 0.63 -1.17 5.95
H -0.52 -0.98 4.79
H 1.37 1.02 6.03
H -0.32 1.01 6.19
H 0.44 2.77 4.32
H -0.55 1.75 3.60
H -0.03 1.83 1.64
H 1.58 1.83 0.97
H 1.10 3.19 2.03
C -5.87 -4.80 0.68
C -4.48 -4.61 0.04
C -3.48 -3.57 0.67
N -2.42 -3.03 -0.39
C -3.02 -2.43 -1.70
C -3.86 -1.28 -1.34
C -3.06 -0.20 -0.64
C -2.25 -0.69 0.58
C -1.51 -2.01 0.37
C -1.43 -4.13 -0.96
H -6.40 -3.85 0.68
H -5.96 -5.21 1.68
H -6.58 -5.44 0.16
H -4.70 -4.36 -1.00
H -4.10 -5.61 -0.17
H -2.92 -4.14 1.41
H -4.06 -2.75 1.10
H -3.46 -3.19 -2.34
H -2.19 -2.04 -2.29
H -4.69 -1.69 -0.77
H -4.22 -1.03 -2.34
H -3.75 0.62 -0.45
H -2.26 0.13 -1.30
H -2.90 -0.72 1.46
H -1.43 -0.02 0.86
H -1.04 -2.38 1.28
H -0.66 -1.80 -0.28
H -1.98 -4.61 -1.78
H -1.32 -4.67 -0.02
H -0.56 -3.70 -1.45
O 5.47 -3.11 -0.86
C 5.96 -2.14 -0.16
O 7.17 -2.12 0.24
O 5.06 -1.46 0.30
H 4.61 -2.69 -0.84
O 2.09 -2.16 -1.04
C 1.58 -1.03 -1.54
O 1.73 0.00 -0.97
O 0.86 -1.10 -2.57
H 2.56 -1.72 -0.34
O 2.94 -5.03 1.10
C 1.83 -5.35 1.78
O 1.91 -6.16 2.73
O 0.80 -4.95 1.24
H 2.51 -4.56 0.38
*
```

# 2
9 unconnected molecules or ions with the total composition C30H63NO8 at a distorted geometry. Source: the OMol25 dataset; level of theory: ωB97M-V with the def2-TZVPD basis set.

SMILES: CCN(CC)CC.CC(C)=O.CC(C)=O.CC(C)=O.CC(C)=O.CC(C)=O.CC(C)=O.CC(C)=O.CC(C)=O
HOMO energy in Ha: -0.2893
F_max in eV/A: 1.13

```
! RIJCOSX wB97M-V def2-TZVPD def2/J DEFGRID3
* xyz 0 1
C 9.38 1.67 1.97
C 10.14 1.28 0.70
N 10.72 -0.04 0.70
C 11.46 -0.26 -0.54
C 12.20 -1.58 -0.62
C 9.87 -1.12 1.10
C 8.68 -1.43 0.17
H 8.62 0.94 2.23
H 8.93 2.65 1.79
H 10.05 1.78 2.83
H 9.40 1.37 -0.13
H 10.93 1.99 0.47
H 10.78 -0.13 -1.39
H 12.22 0.53 -0.59
H 12.94 -1.67 0.17
H 11.54 -2.45 -0.58
H 12.68 -1.63 -1.61
H 9.54 -0.96 2.13
H 10.49 -2.02 1.20
H 7.78 -1.59 0.78
H 8.79 -2.33 -0.43
H 8.43 -0.57 -0.45
C 9.95 7.70 -0.19
C 8.65 8.13 0.46
C 8.00 7.14 1.39
O 8.18 9.23 0.26
H 10.75 7.88 0.53
H 10.14 8.30 -1.08
H 9.93 6.63 -0.43
H 7.56 7.72 2.20
H 8.74 6.47 1.81
H 7.24 6.57 0.86
C 2.81 10.46 0.41
C 4.22 9.97 0.15
C 4.37 8.57 -0.36
O 5.18 10.69 0.32
H 2.15 10.16 -0.41
H 2.80 11.54 0.50
H 2.44 10.03 1.35
H 5.40 8.24 -0.31
H 4.07 8.48 -1.41
H 3.73 7.89 0.22
C 6.40 2.39 -5.96
C 4.97 2.82 -5.88
C 3.91 1.77 -5.61
O 4.67 3.98 -6.05
H 6.54 1.56 -6.66
H 6.79 2.08 -4.99
H 6.99 3.24 -6.32
H 3.57 1.37 -6.56
H 3.07 2.26 -5.13
H 4.33 0.99 -4.97
C 4.36 6.00 -3.58
C 3.20 6.84 -4.07
C 2.64 6.51 -5.43
O 2.84 7.82 -3.45
H 5.20 6.05 -4.27
H 4.02 4.97 -3.52
H 4.64 6.37 -2.59
H 2.64 5.43 -5.58
H 3.35 6.92 -6.15
H 1.64 6.91 -5.56
C 9.68 0.52 -5.85
C 10.05 -0.04 -4.51
C 9.74 -1.49 -4.26
O 10.51 0.67 -3.64
H 9.26 -0.23 -6.52
H 10.56 0.91 -6.36
H 9.02 1.38 -5.78
H 8.67 -1.59 -4.09
H 10.30 -1.85 -3.40
H 10.01 -2.09 -5.13
C 7.53 5.56 -1.97
C 8.30 4.34 -1.53
C 8.40 3.18 -2.46
O 8.78 4.31 -0.42
H 8.32 6.29 -2.17
H 6.91 5.88 -1.14
H 6.95 5.44 -2.88
H 7.42 2.69 -2.42
H 9.24 2.55 -2.17
H 8.50 3.52 -3.50
C 4.88 -2.32 -3.17
C 5.68 -1.06 -3.36
C 5.61 -0.06 -2.24
O 6.39 -0.90 -4.33
H 4.05 -2.14 -2.50
H 5.57 -2.96 -2.59
H 4.69 -2.85 -4.09
H 6.43 0.64 -2.27
H 5.56 -0.59 -1.28
H 4.65 0.46 -2.32
C 11.33 4.87 -3.79
C 10.36 5.84 -4.40
C 10.72 7.30 -4.33
O 9.30 5.49 -4.87
H 12.33 5.01 -4.19
H 11.00 3.85 -4.00
H 11.32 5.00 -2.70
H 11.33 7.57 -3.47
H 9.82 7.91 -4.35
H 11.26 7.59 -5.24
*
```

# 3
6 unconnected molecules or ions with the total composition C30H64BF9O20S6 at a distorted geometry. Source: the OMol25 dataset; level of theory: ωB97M-V with the def2-TZVPD basis set.

SMILES: CCCCO[C@H]1[C@H](CCCCC(F)(F)C(F)(F)S(F)(F)(F)(F)F)OC(=O)[C@@H]1CB(O)O.CCOS(C)(=O)=O.CCOS(C)(=O)=O.CCOS(C)(=O)=O.CCOS(C)(=O)=O.CCOS(C)(=O)=O
HOMO energy in Ha: -0.3613
F_max in eV/A: 4.40

```
! RIJCOSX wB97M-V def2-TZVPD def2/J DEFGRID3
* xyz 0 1
C 1.09 -0.19 -0.84
C 2.60 -0.51 -1.28
C 3.57 -0.86 -0.01
C 3.98 0.59 0.60
O 5.00 1.11 -0.28
C 5.47 2.40 0.12
C 5.75 3.10 -1.32
C 6.87 4.23 -1.42
C 6.57 5.05 -2.79
C 5.51 6.24 -2.57
C 4.29 6.20 -3.64
C 3.23 7.31 -3.20
F 2.85 7.19 -1.83
F 3.98 8.55 -3.22
C 2.02 7.54 -4.19
F 2.54 8.03 -5.43
F 1.20 8.59 -3.70
S 0.94 6.08 -4.59
F 2.04 5.38 -5.61
F 0.33 6.94 -5.92
F -0.29 6.75 -3.67
F 1.39 5.20 -3.27
F -0.12 4.86 -4.99
O 4.41 3.36 -1.80
C 3.68 3.86 -0.69
O 2.60 4.47 -0.65
C 4.45 3.50 0.67
C 5.03 4.72 1.56
B 3.86 5.50 2.40
O 2.45 5.29 2.24
O 4.29 6.48 3.38
H 0.98 0.91 -0.54
H 0.36 -0.34 -1.70
H 0.80 -0.81 0.08
H 2.99 0.43 -1.80
H 2.60 -1.40 -1.98
H 4.51 -1.30 -0.47
H 3.05 -1.53 0.75
H 3.00 1.19 0.58
H 4.28 0.52 1.69
H 6.39 2.39 0.82
H 6.26 2.22 -1.86
H 7.89 3.73 -1.59
H 6.95 4.92 -0.51
H 6.07 4.32 -3.52
H 7.54 5.45 -3.24
H 5.14 6.25 -1.49
H 6.08 7.22 -2.72
H 3.87 5.14 -3.59
H 4.66 6.38 -4.71
H 3.58 3.16 1.34
H 5.54 5.53 0.93
H 5.72 4.26 2.35
H 2.11 4.65 2.92
H 3.90 7.35 3.14
C -1.15 -5.34 0.81
C -0.35 -5.85 -0.38
O -0.82 -5.28 -1.60
S -0.38 -3.76 -1.96
C -0.88 -3.79 -3.66
O 1.05 -3.66 -1.90
O -1.24 -2.85 -1.25
H -0.96 -4.28 0.98
H -0.87 -5.88 1.72
H -2.22 -5.46 0.64
H 0.72 -5.66 -0.25
H -0.48 -6.93 -0.46
H -0.27 -4.52 -4.19
H -0.72 -2.79 -4.07
H -1.93 -4.05 -3.72
C -7.52 -6.11 1.05
C -7.94 -4.68 0.76
O -6.93 -3.75 1.15
S -5.64 -3.57 0.19
C -5.02 -2.08 0.94
O -6.08 -3.26 -1.14
O -4.71 -4.63 0.46
H -6.69 -6.42 0.41
H -8.36 -6.80 0.87
H -7.19 -6.22 2.08
H -8.19 -4.56 -0.30
H -8.83 -4.44 1.34
H -5.75 -1.29 0.79
H -4.08 -1.83 0.45
H -4.86 -2.27 2.00
C -7.45 -1.78 -8.20
C -7.72 -1.34 -6.77
O -7.53 -2.40 -5.84
S -6.01 -2.79 -5.42
C -6.42 -3.80 -4.03
O -5.34 -1.61 -4.96
O -5.45 -3.63 -6.45
H -6.39 -2.00 -8.34
H -7.74 -1.00 -8.91
H -8.01 -2.70 -8.43
H -7.11 -0.47 -6.51
H -8.77 -1.03 -6.68
H -6.90 -3.18 -3.27
H -5.50 -4.22 -3.63
H -7.09 -4.59 -4.35
C -8.90 -11.41 5.72
C -9.31 -9.98 5.44
O -8.30 -9.05 5.84
S -7.01 -8.87 4.89
C -6.39 -7.39 5.64
O -7.45 -8.56 3.55
O -6.08 -9.94 5.15
H -8.07 -11.72 5.09
H -9.74 -12.09 5.54
H -8.57 -11.52 6.76
H -9.56 -9.85 4.38
H -10.21 -9.74 6.01
H -7.11 -6.59 5.50
H -5.45 -7.14 5.16
H -6.23 -7.58 6.70
C 10.47 6.68 5.95
C 9.44 6.24 6.97
O 8.11 6.53 6.53
S 7.43 5.55 5.44
C 5.77 6.13 5.63
O 7.50 4.19 5.91
O 7.90 5.93 4.13
H 10.41 6.08 5.04
H 11.48 6.58 6.35
H 10.30 7.72 5.66
H 9.55 5.18 7.21
H 9.59 6.79 7.90
H 5.43 5.90 6.63
H 5.15 5.62 4.90
H 5.74 7.21 5.44
*
```

# 4
A molecular structure, C30H64N2NbO24 at a distorted geometry. Source: the OMol25 dataset; level of theory: ωB97M-V with the def2-TZVPD basis set.

HOMO energy in Ha: -0.1683
F_max in eV/A: 3.94

```
! RIJCOSX wB97M-V def2-TZVPD def2/J DEFGRID3
* xyz -1 1
C -4.48 -2.43 0.78
C -3.30 -2.85 1.33
Nb -1.51 -1.54 1.91
C -0.28 -3.50 2.03
O -0.53 -4.45 0.98
C 0.03 -4.06 -0.26
C 1.12 -5.04 -0.78
C 1.54 -4.51 -2.18
C -2.67 0.42 1.57
O -1.96 1.23 0.54
N -2.31 0.88 -0.71
O -1.52 1.37 -1.46
N -2.07 -1.72 3.95
C -1.87 -0.53 4.80
C -0.37 -0.05 4.98
H -4.96 -1.47 0.94
H -5.03 -3.16 0.16
H -3.22 -3.94 1.52
H 0.04 -0.65 2.29
H -1.01 -1.44 0.15
H -0.66 -3.99 2.95
H 0.80 -3.33 2.20
H 0.50 -3.07 -0.20
H -0.78 -4.06 -1.01
H 1.96 -5.00 -0.08
H 0.69 -6.05 -0.88
H 2.36 -5.10 -2.60
H 0.65 -4.51 -2.83
H 1.86 -3.46 -2.13
H -2.70 1.09 2.44
H -3.67 0.28 1.13
H -1.45 -2.43 4.35
H -2.54 0.31 4.54
H -2.19 -0.82 5.82
H -0.34 0.42 5.98
H -0.12 0.73 4.26
H 0.33 -0.89 5.00
C 1.42 4.80 9.02
O 0.76 3.99 8.05
C 0.51 4.62 6.90
O 0.79 5.76 6.65
O -0.10 3.76 6.09
C -0.43 4.29 4.81
H 1.57 4.18 9.90
H 2.39 5.13 8.65
H 0.80 5.66 9.29
H 0.46 4.60 4.28
H -1.13 5.13 4.92
H -0.92 3.51 4.24
C 4.98 -7.66 -6.71
O 4.55 -6.63 -5.82
C 4.73 -5.40 -6.28
O 5.20 -5.11 -7.35
O 4.29 -4.54 -5.36
C 4.42 -3.17 -5.73
H 4.79 -8.61 -6.22
H 4.42 -7.62 -7.64
H 6.05 -7.58 -6.91
H 3.83 -2.95 -6.62
H 5.47 -2.91 -5.89
H 4.03 -2.58 -4.90
C -8.69 3.63 -0.30
O -7.52 4.44 -0.33
C -6.39 3.75 -0.49
O -6.31 2.56 -0.61
O -5.38 4.61 -0.51
C -4.09 4.00 -0.67
H -9.54 4.30 -0.16
H -8.82 3.09 -1.24
H -8.66 2.93 0.54
H -4.03 3.48 -1.63
H -3.88 3.32 0.15
H -3.35 4.80 -0.67
C 1.13 1.50 0.91
O 1.67 2.35 1.94
C 2.96 2.59 1.83
O 3.70 2.18 0.98
O 3.32 3.39 2.84
C 4.70 3.74 2.85
H 0.07 1.38 1.11
H 1.25 1.96 -0.07
H 1.60 0.52 0.94
H 4.96 4.29 1.95
H 5.32 2.85 2.95
H 4.86 4.38 3.71
C -0.59 3.93 -2.04
O 0.17 5.09 -1.66
C 0.74 5.73 -2.68
O 0.67 5.42 -3.84
O 1.40 6.78 -2.19
C 2.06 7.56 -3.18
H -0.99 3.50 -1.13
H -1.41 4.20 -2.70
H 0.06 3.19 -2.51
H 1.35 7.97 -3.89
H 2.81 6.96 -3.70
H 2.56 8.37 -2.67
C -3.25 7.39 7.15
O -3.93 6.52 6.26
C -4.81 7.13 5.46
O -5.05 8.30 5.44
O -5.37 6.20 4.69
C -6.33 6.71 3.77
H -2.56 6.79 7.75
H -2.66 8.12 6.60
H -3.94 7.89 7.82
H -5.87 7.42 3.08
H -7.16 7.18 4.30
H -6.71 5.87 3.20
C 4.05 -13.60 -8.37
O 4.83 -12.46 -8.01
C 5.56 -11.96 -9.02
O 5.60 -12.39 -10.14
O 6.24 -10.91 -8.55
C 7.06 -10.28 -9.53
H 3.51 -13.90 -7.48
H 3.33 -13.34 -9.15
H 4.69 -14.42 -8.69
H 6.46 -9.89 -10.35
H 7.82 -10.97 -9.90
H 7.56 -9.44 -9.03
*
```